1.
Here is a structure of composition C32H48O28RbS from OMol25. Energies are from wB97M-V/def2-TZVPD.

Output
strongest force on any atom = 0.061 Eh/bohr
orbital gap = 0.28923 Eh
charge = -1
2S+1 = 1
E_HOMO = -7.43 eV
calculated total energy = -102789.9231 eV
lowest unoccupied orbital energy = 0.439 eV

Atoms and positions in Å:
Rb -0.9028 -1.2231 3.2403
S -0.2384 -0.2863 0.2423
O -0.5956 -1.7412 0.3448
O 1.0606 -0.1564 0.9205
O -0.1624 0.0823 -1.1760
O -1.2966 0.5077 0.9179
C -4.6719 3.2874 2.1307
C -4.6519 1.7721 2.3205
C -3.9230 1.2489 3.5548
O -4.7345 0.1854 4.0048
C -5.9383 0.2619 3.4040
O -6.8891 -0.3689 3.7532
O -5.9463 1.1867 2.4377
H -5.5551 3.6808 2.6369
H -4.7431 3.5439 1.0725
H -3.7706 3.8159 2.4440
H -4.1153 1.3949 1.4428
H -3.8291 2.0206 4.3284
H -2.9265 0.8905 3.3084
C -4.1172 -2.4976 1.3223
C -3.7612 -1.4484 0.2665
C -3.2198 -1.9679 -1.0930
O -3.9978 -1.2784 -2.0767
C -5.0059 -0.6016 -1.4529
O -5.7667 0.1318 -2.0044
O -4.9283 -0.7229 -0.1291
H -3.1896 -3.0410 1.5264
H -4.8451 -3.2372 0.9913
H -4.4722 -2.0279 2.2400
H -3.0410 -0.7184 0.6449
H -3.4362 -3.0377 -1.1798
H -2.1608 -1.7843 -1.2334
C 4.0897 -1.3255 2.6056
C 5.2267 -0.2960 2.5325
C 6.1565 -0.2117 3.7031
O 7.3798 0.0889 3.0382
C 7.3290 -0.3359 1.7604
O 8.2355 -0.3210 0.9944
O 6.0678 -0.7285 1.4429
H 4.4983 -2.3283 2.4985
H 3.3309 -1.1144 1.8561
H 3.6120 -1.2530 3.5886
H 4.8178 0.6985 2.3456
H 6.2126 -1.1248 4.3009
H 5.7569 0.5893 4.3263
C 0.2783 -0.1413 -4.7329
C -1.0518 -0.8223 -4.3922
C -2.2040 0.2421 -4.2861
O -3.2023 -0.3354 -5.0942
C -2.7392 -1.3812 -5.7708
O -3.3688 -1.9444 -6.6272
O -1.4760 -1.6605 -5.4627
H 0.4761 0.7452 -4.1365
H 0.3825 0.1068 -5.7967
H 1.1027 -0.8622 -4.7074
H -0.8653 -1.3569 -3.4618
H -1.8223 1.2076 -4.6167
H -2.2984 0.2895 -3.2041
C -0.3410 3.2169 3.1850
C 0.7527 2.1874 2.9628
C 1.9225 2.6002 2.0645
O 3.0656 2.2082 2.8151
C 2.7255 1.8509 4.0539
O 3.5118 1.5684 4.9071
O 1.3934 1.8326 4.2071
H -0.1647 3.9395 3.9878
H -1.2696 2.7783 3.5536
H -0.3865 3.7541 2.2354
H 0.2890 1.2867 2.5664
H 1.8920 3.6783 1.8885
H 1.8623 2.0770 1.1132
C 4.3944 1.0004 -1.0496
C 3.8000 -0.4006 -1.1439
C 2.6302 -0.5654 -2.0924
O 3.0690 -1.4542 -3.1183
C 4.4064 -1.6032 -3.0144
O 5.1259 -2.1085 -3.8156
O 4.8090 -1.1819 -1.8102
H 3.8193 1.7379 -0.4903
H 4.6647 1.3823 -2.0359
H 5.3627 0.9069 -0.5522
H 3.5699 -0.8279 -0.1741
H 2.2498 0.4002 -2.4274
H 1.7879 -1.0370 -1.6012
C -2.9154 2.2330 -1.4897
C -2.0629 3.0722 -0.5911
C -0.5588 3.1582 -0.9623
O -0.3318 4.5630 -0.7628
C -1.4769 5.2517 -0.7330
O -1.5233 6.4505 -0.7671
O -2.5196 4.4371 -0.7408
H -2.6402 1.1854 -1.3123
H -2.7160 2.3229 -2.5587
H -4.0032 2.2567 -1.4117
H -2.1990 2.8347 0.4646
H -0.3610 2.8636 -1.9904
H -0.0721 2.5067 -0.2419
C 2.2553 -3.8880 0.2070
C 1.3275 -4.6948 -0.6990
C 0.4483 -3.8349 -1.5888
O 0.3823 -4.5628 -2.7936
C 1.4387 -5.3873 -2.8661
O 1.7295 -6.1011 -3.7715
O 2.1648 -5.2489 -1.7327
H 2.9923 -4.4984 0.7341
H 1.7736 -3.3113 1.0028
H 2.8207 -3.1865 -0.4069
H 0.7109 -5.4345 -0.1820
H 0.8195 -2.8099 -1.6309
H -0.5787 -3.7010 -1.2443

---

2.
Here is a structure of composition C32H48P2Tb from OMol25. Energies are from wB97M-V/def2-TZVPD.

Output
strongest force on any atom = 0.098 Eh/bohr
orbital gap (spin up / spin down) = 0.23826 / 0.25069 Eh
charge = +1
2S+1 = 7
E_HOMO (spin up / spin down) = -9.88 / -9.93 eV
calculated total energy = -74966.8239 eV
lowest unoccupied orbital energy (spin up / spin down) = -3.395 / -3.112 eV

Atoms and positions in Å:
Tb -1.4496 0.5491 -2.1410
C 0.0810 0.4924 0.4986
C 0.9945 1.1033 -0.4059
C -0.9265 2.4011 -0.3350
C -1.0739 1.3208 0.5893
C 0.3745 2.2809 -0.9365
C 0.3118 -0.7279 1.3073
H 1.2692 -1.1938 1.0507
H -0.4828 -1.4568 1.1187
H 0.3166 -0.5113 2.3866
C -2.1323 1.2213 1.6231
H -1.7129 0.8368 2.5647
H -2.9208 0.5210 1.3203
H -2.5924 2.2020 1.8096
C -1.9067 3.5021 -0.5423
H -2.4502 3.6980 0.3893
H -2.6779 3.2745 -1.3014
H -1.4081 4.4263 -0.8554
C 1.1022 3.3349 -1.6836
H 1.8467 3.8271 -1.0319
H 0.4307 4.1166 -2.0639
H 1.6652 2.9144 -2.5297
C 2.4376 0.7857 -0.5347
H 2.9492 0.8205 0.4428
H 2.9411 1.4933 -1.2095
H 2.5748 -0.2262 -0.9372
C 0.5586 -3.9217 -1.1465
C 1.7156 -4.1782 -0.5233
C 3.0794 -3.9123 -1.0717
C 3.3390 -4.3228 -2.5566
C 3.3299 -3.2142 -3.5375
C 2.5163 -2.1531 -3.5476
C 1.3579 -1.9654 -2.6078
C 0.4225 -3.1871 -2.4363
H 3.7746 -4.5060 -0.4531
H 2.6494 -5.1263 -2.8608
H 3.3469 -2.8508 -0.9310
H 0.5278 -3.8838 -3.2792
H -0.3815 -4.2828 -0.7252
H 1.6979 -4.6504 0.4696
H -0.6030 -2.8033 -2.4799
H 1.7156 -1.6320 -1.6216
H 2.6637 -1.3407 -4.2732
H 0.7590 -1.1199 -3.0271
H 4.3459 -4.7648 -2.5708
H 4.0564 -3.3160 -4.3486
P -1.6087 -0.9087 -4.4595
P -1.4314 2.1551 -4.3100
C -1.8508 0.0368 -6.0612
C -2.2979 1.4746 -5.8180
H -2.5685 -0.5409 -6.6606
H -0.8724 0.0079 -6.5721
H -2.0398 2.1049 -6.6838
H -3.3842 1.5293 -5.6485
C -1.8765 3.9249 -4.4053
H -1.3219 4.4783 -3.6368
H -2.9499 4.0388 -4.2043
H -1.6450 4.3442 -5.3935
C 0.2814 2.1331 -5.0171
H 0.2453 2.2955 -6.1037
H 0.7805 1.1710 -4.8278
H 0.8828 2.9193 -4.5518
C -3.2531 -1.7097 -4.2729
H -3.3611 -2.0558 -3.2347
H -3.3088 -2.5529 -4.9757
H -4.0481 -0.9857 -4.4970
C -0.6325 -2.2534 -5.2613
H -0.6594 -2.1346 -6.3502
H -1.0611 -3.2256 -4.9942
H 0.4150 -2.2167 -4.9389
C -2.4058 -1.2651 -1.1262
C -2.7962 -1.6831 -0.0113
C -3.1259 -2.2385 1.2518
C -4.1672 -1.7714 2.0969
C -4.3601 -2.3560 3.3549
C -3.5380 -3.4130 3.7844
C -2.5101 -3.8634 2.9564
C -2.3042 -3.2944 1.7118
H -4.8016 -0.9568 1.7521
H -5.1564 -1.9937 3.9958
H -3.6942 -3.8623 4.7692
H -1.8526 -4.6822 3.2757
H -1.5021 -3.6351 1.0427

---

3.
Here is a structure of composition C32H49AsBrF4N2PPdSSi3 from OMol25. Energies are from wB97M-V/def2-TZVPD.

Output
strongest force on any atom = 0.006 Eh/bohr
orbital gap (spin up / spin down) = 0.31909 / 0.21627 Eh
charge = +2
2S+1 = 3
E_HOMO (spin up / spin down) = -13.36 / -13.79 eV
relative energy (zero: lowest compared OMol25 entry of this formula, charge and spin) = 59.0 kJ/mol
calculated total energy = -225936.8771 eV
lowest unoccupied orbital energy (spin up / spin down) = -4.673 / -7.904 eV

Atoms and positions in Å:
Pd -0.2035 0.2921 -0.0537
F -3.4429 -5.5535 2.8348
C -2.8885 -4.3735 2.6647
C -2.6167 -3.5638 3.7517
F -2.9108 -3.9617 4.9733
C -2.0408 -2.3214 3.5380
F -1.8176 -1.5652 4.6100
C -1.7193 -1.8463 2.2702
P -0.9108 -0.2163 2.1369
C -2.0549 1.0341 2.7552
C -3.2548 0.7506 3.3990
C -4.0640 1.7877 3.8403
C -3.6747 3.1059 3.6498
C -2.4739 3.3939 3.0121
C -1.6695 2.3617 2.5595
C 0.4614 -0.2898 3.3085
C 0.5116 0.5069 4.4492
C 1.5949 0.4009 5.3085
C 2.6133 -0.5049 5.0433
C 2.5600 -1.3044 3.9087
C 1.4926 -1.1855 3.0357
C -1.9997 -2.6898 1.1871
Br -1.6182 -2.2653 -0.6195
C -2.5782 -3.9297 1.3851
F -2.8520 -4.7276 0.3617
H -3.5755 -0.2709 3.5566
H -4.9958 1.5631 4.3417
H -4.3062 3.9114 3.9999
H -2.1692 4.4211 2.8637
H -0.7401 2.5886 2.0477
H -0.2929 1.1944 4.6745
H 1.6366 1.0167 6.1967
H 3.4482 -0.5908 5.7257
H 3.3525 -2.0139 3.7075
H 1.4513 -1.7909 2.1396
C -4.6451 -0.6542 -1.9363
N -3.8496 0.3813 -1.2752
C -3.9934 0.4071 0.1721
C -2.9445 1.1158 -1.9213
S -1.5984 1.8618 -1.0898
N -3.1138 1.3599 -3.2260
C -4.4449 1.5525 -3.8143
C -2.0188 1.8263 -4.0678
H -4.5994 -1.5501 -1.3170
H -4.2272 -0.8879 -2.9106
H -5.6889 -0.3605 -2.0439
H -5.0550 0.4437 0.4188
H -3.5008 1.2787 0.5901
H -3.5678 -0.5007 0.6078
H -5.1941 1.6343 -3.0336
H -4.7097 0.7465 -4.4978
H -4.4274 2.4893 -4.3702
H -1.0875 1.3740 -3.7474
H -1.9272 2.9138 -4.0333
H -2.2295 1.5192 -5.0914
C 3.1991 1.4492 1.7039
Si 3.1022 1.7803 -0.1199
C 2.1059 3.3153 -0.4672
C 4.8093 1.8890 -0.8591
As 2.0018 -0.0626 -1.2154
Si 2.9824 -2.2793 -1.0106
C 4.7411 -1.9617 -0.4976
C 2.0572 -3.3431 0.2163
C 2.8388 -3.0794 -2.6839
Si 2.0070 0.4345 -3.5656
C 0.7873 -0.7448 -4.3563
C 3.7641 0.1901 -4.1498
C 1.5152 2.2212 -3.7853
H 3.7322 2.2930 2.1529
H 3.7664 0.5456 1.9321
H 2.2280 1.3734 2.1938
H 2.4870 4.1005 0.1927
H 1.0405 3.2002 -0.2586
H 2.2197 3.6659 -1.4911
H 5.3829 2.6191 -0.2807
H 4.7916 2.2345 -1.8933
H 5.3501 0.9438 -0.8168
H 4.7950 -1.4230 0.4505
H 5.2943 -1.3981 -1.2498
H 5.2504 -2.9202 -0.3649
H 2.5628 -3.3922 1.1813
H 2.0329 -4.3578 -0.1891
H 1.0225 -3.0369 0.3724
H 3.3390 -2.5458 -3.4899
H 1.7962 -3.2423 -2.9623
H 3.3078 -4.0650 -2.6042
H 1.2922 -1.6285 -4.7473
H 0.2980 -0.2509 -5.1988
H 0.0095 -1.0795 -3.6668
H 4.3021 -0.6126 -3.6472
H 4.3389 1.1080 -4.0238
H 3.7511 -0.0436 -5.2181
H 0.7262 2.5447 -3.1056
H 1.1657 2.3697 -4.8109
H 2.3769 2.8745 -3.6425

---

4.
Here is a structure of composition C32H49CoN4O4PS3Si from OMol25. Energies are from wB97M-V/def2-TZVPD.

Output
strongest force on any atom = 0.045 Eh/bohr
orbital gap (spin up / spin down) = 0.22153 / 0.21878 Eh
charge = -2
2S+1 = 2
E_HOMO (spin up / spin down) = -1.76 / -1.69 eV
relative energy (zero: lowest compared OMol25 entry of this formula, charge and spin) = 94.1 kJ/mol
calculated total energy = -135430.2290 eV
lowest unoccupied orbital energy (spin up / spin down) = 4.264 / 4.264 eV

Atoms and positions in Å:
Co -0.1763 -0.6416 2.1036
N 0.9664 -1.3919 0.8630
P 2.0573 -0.5743 0.1552
N 2.5352 1.0084 0.6291
C 2.4249 1.2733 2.0514
C 1.8433 2.6549 2.3082
C 2.7729 3.7384 1.7469
C 3.5500 3.1990 0.5407
C 2.6856 2.1793 -0.2008
N 1.9048 -0.4283 -1.5550
C 0.6459 0.2208 -1.9299
C 0.3306 -0.0393 -3.4105
C 1.6187 -0.3452 -4.1665
C 2.2071 -1.6544 -3.6354
C 1.9317 -1.7661 -2.1320
N 3.5772 -1.3719 0.2220
C 4.7301 -0.7156 -0.3342
C 5.8123 -1.7601 -0.6246
C 6.1578 -2.5254 0.6510
C 4.8849 -3.1442 1.2252
C 3.8561 -2.0417 1.4693
H 3.4142 1.1925 2.5358
H 1.7717 0.5069 2.4945
H 1.6856 2.7940 3.3770
H 0.8658 2.6972 1.8236
H 3.4794 4.0828 2.5117
H 2.1765 4.6000 1.4406
H 4.4707 2.7085 0.8657
H 3.8292 4.0195 -0.1258
H 3.1492 1.8738 -1.1417
H 1.7228 2.6574 -0.4246
H 0.7511 1.2919 -1.7458
H -0.1855 -0.1413 -1.3084
H -0.1676 0.8348 -3.8326
H -0.3544 -0.8826 -3.5027
H 2.3290 0.4675 -3.9998
H 1.4337 -0.4194 -5.2419
H 3.2830 -1.6780 -3.8265
H 1.7530 -2.5056 -4.1470
H 2.7133 -2.3396 -1.6322
H 0.9787 -2.2766 -1.9496
H 5.1384 0.0469 0.3518
H 4.4161 -0.2209 -1.2573
H 6.7021 -1.2683 -1.0283
H 5.4320 -2.4623 -1.3711
H 6.5818 -1.8303 1.3821
H 6.9086 -3.2976 0.4469
H 5.0968 -3.6694 2.1587
H 4.4750 -3.8591 0.5105
H 4.2585 -1.3475 2.2262
H 2.9086 -2.4376 1.8426
O -2.6605 -1.9409 -2.4111
S -2.6802 -1.9550 -0.9254
C -3.8804 -0.6852 -0.4422
C -4.0117 -0.3538 0.9000
C -4.9769 0.5601 1.2691
C -5.8113 1.1352 0.3166
C -5.6668 0.7947 -1.0220
C -4.6964 -0.1092 -1.4043
C -3.9227 -3.2097 -0.4894
C -4.0359 -3.6371 0.8334
C -5.0587 -4.4987 1.1689
C -5.9629 -4.9483 0.2070
C -5.8242 -4.5331 -1.1141
C -4.8094 -3.6691 -1.4593
H -3.3614 -0.8031 1.6350
H -5.0841 0.8270 2.3081
H -6.5690 1.8502 0.6135
H -6.3109 1.2432 -1.7681
H -4.5489 -0.3806 -2.4403
H -3.3347 -3.2882 1.5797
H -5.1636 -4.8266 2.1936
H -6.7678 -5.6176 0.4836
H -6.5216 -4.8840 -1.8675
H -4.6743 -3.3317 -2.4764
O -0.4330 0.2836 4.0679
S -0.3111 -1.1554 4.4187
O 0.9645 -1.6648 3.8855
O -0.4851 -1.4151 5.8399
S -1.7545 -2.0486 3.3352
C -0.5450 4.3762 -1.0799
Si -1.8561 3.4818 0.0158
C -2.0808 4.5818 1.5746
C -3.4760 3.5495 -1.0067
C -1.3505 1.8184 0.5765
C -1.0596 0.7593 1.1186
H -0.8970 5.3429 -1.4374
H -0.2929 3.7781 -1.9504
H 0.3725 4.5514 -0.5269
H -2.4887 5.5692 1.3696
H -1.1281 4.7088 2.0787
H -2.7444 4.0836 2.2727
H -3.7461 4.5611 -1.3064
H -4.2989 3.1371 -0.4333
H -3.3858 2.9501 -1.9078

---

5.
Here is a structure of composition C32H49N6O4S5Ti from OMol25. Energies are from wB97M-V/def2-TZVPD.

Output
strongest force on any atom = 0.040 Eh/bohr
orbital gap (spin up / spin down) = 0.23473 / 0.26037 Eh
charge = +1
2S+1 = 3
E_HOMO (spin up / spin down) = -8.41 / -9.10 eV
relative energy (zero: lowest compared OMol25 entry of this formula, charge and spin) = 0.0 kJ/mol
calculated total energy = -128395.6441 eV
lowest unoccupied orbital energy (spin up / spin down) = -2.020 / -2.012 eV

Atoms and positions in Å:
Ti -0.4731 -0.5998 -0.0484
C 0.1525 -3.8668 -1.1101
C 1.1078 -4.0895 0.0439
O 0.5931 -3.6708 1.2880
C -0.2788 -4.5531 1.9648
C -1.7642 -4.3671 1.6188
O -2.0022 -3.0068 1.3172
C -3.3715 -2.6738 1.1885
C -3.4351 -1.3260 0.4597
O -2.4052 -1.2262 -0.5248
C -2.4941 -2.2236 -1.5457
C -1.1526 -2.2629 -2.2535
O -0.1195 -2.4724 -1.2938
H -0.7809 -4.4119 -0.9388
H 0.6114 -4.2551 -2.0249
H 1.9941 -3.4828 -0.1310
H 1.3925 -5.1468 0.0754
H -0.1409 -4.3472 3.0262
H 0.0008 -5.5964 1.7856
H -2.3687 -4.6866 2.4748
H -2.0557 -4.9915 0.7629
H -3.8546 -2.6001 2.1675
H -3.8928 -3.4523 0.6184
H -3.2567 -0.5050 1.1452
H -4.4186 -1.2032 -0.0032
H -3.3023 -1.9887 -2.2441
H -2.6956 -3.2030 -1.1068
H -0.9440 -1.3061 -2.7227
H -1.1520 -3.0427 -3.0196
C 3.6809 1.5224 0.7682
N 3.0920 0.6619 1.7760
C 4.0219 0.2004 2.7941
C 1.8960 0.0280 1.5704
N 1.4417 -0.3213 0.3742
C 2.3257 -0.6232 -0.6787
C 3.4694 -1.3495 -0.4113
C 4.3843 -1.6974 -1.4139
C 4.1682 -1.2966 -2.6979
C 3.0048 -0.5678 -3.0368
C 2.8101 -0.1714 -4.3782
C 1.6897 0.5141 -4.7442
C 0.7105 0.8016 -3.7868
C 0.8456 0.4376 -2.4586
N -0.2619 0.6431 -1.6026
C -0.9735 1.7671 -1.7232
N -2.3327 1.7029 -1.5427
C -3.1186 0.9439 -2.5019
C -3.0475 2.8279 -0.9535
N -0.4071 2.9486 -2.0157
C 0.9505 3.2514 -1.6130
C -1.0876 3.9877 -2.7642
C 2.0354 -0.2477 -2.0362
N 1.1468 -0.1891 2.6676
C -0.0413 -1.0222 2.6325
C 1.2944 0.5906 3.8831
H 4.4431 1.0150 0.1700
H 4.1467 2.3711 1.2733
H 2.9078 1.8961 0.1047
H 4.9281 -0.1785 2.3104
H 3.5799 -0.6057 3.3741
H 4.3103 1.0131 3.4643
H 3.6624 -1.6586 0.6095
H 5.2620 -2.2770 -1.1581
H 4.8798 -1.5296 -3.4797
H 3.5619 -0.4346 -5.1113
H 1.5365 0.8142 -5.7726
H -0.2011 1.2958 -4.1012
H -3.9793 0.4933 -2.0038
H -2.5077 0.1668 -2.9557
H -3.4971 1.5954 -3.2985
H -2.3590 3.4488 -0.3853
H -3.8004 2.4337 -0.2670
H -3.5575 3.4378 -1.7062
H 1.2181 2.5952 -0.7894
H 0.9878 4.2825 -1.2587
H 1.6614 3.1258 -2.4352
H -1.9749 3.5935 -3.2536
H -0.4106 4.3555 -3.5379
H -1.3712 4.8288 -2.1269
H -0.2269 -1.3899 1.6254
H -0.9137 -0.4738 2.9775
H 0.1023 -1.8896 3.2787
H 1.9563 1.4342 3.7147
H 1.6812 -0.0128 4.7081
H 0.3141 0.9746 4.1728
C 0.5488 4.6334 2.5760
S -1.1012 4.8911 1.8578
C -1.9967 3.5800 2.6111
C -1.8428 2.2688 2.2975
S -0.7239 1.6635 1.1381
S -2.9145 1.1990 3.2089
C -3.8148 2.4120 4.0931
S -5.0461 2.0392 5.0927
S -3.2308 4.0080 3.7867
H 1.1511 5.4877 2.2720
H 0.9718 3.7085 2.1875
H 0.4680 4.6032 3.6600

---

What is the strongest force on any atom in the third record?
0.006 Eh/bohr

---

calculated total energy of number 5 (C32H49N6O4S5Ti)?
-128395.6441 eV